The following is a DFT calculation (the ωB97M-V functional and the def2-TZVPD basis) of a molecular structure, C36H40BCrN10.

Its relative energy (zero: lowest compared OMol25 entry of this formula, charge and spin) is 0.000 eV. Its spin multiplicity is 5. Its charge is +1. The calculation puts the HOMO energy (spin up / spin down) at -11.076 / -11.307 eV. The total energy is -81979.476 eV.

Each line ends with the Mulliken charge.
Cartesian coordinates (Å):
Cr  0.12085  0.07400  -0.02671  0.420
C  -0.33015  -3.08547  4.48363  -1.340
C  -0.08676  -1.75397  3.85667  0.828
C  0.06304  -0.52805  4.47255  -1.324
C  0.29030  0.37711  3.43554  -0.422
N  0.26758  -0.24443  2.25459  0.771
N  0.04007  -1.56542  2.52893  0.233
B  0.02296  -2.64100  1.41965  -0.658
N  -1.20714  -2.45151  0.48853  0.223
N  -1.30730  -1.38968  -0.36160  0.425
C  -2.46442  -1.51635  -1.01296  -0.499
C  -3.15273  -2.63254  -0.54336  -1.375
C  -2.31332  -3.21085  0.39418  1.024
C  -2.52271  -4.45575  1.18748  -1.339
C  -2.83143  -0.60014  -2.10624  0.124
C  -1.99909  -0.49388  -3.21743  0.038
C  -2.33337  0.34462  -4.27085  -0.801
C  -3.50090  1.09216  -4.21504  -0.416
C  -4.34420  0.97796  -3.11609  -0.831
C  -4.01916  0.12588  -2.07083  -0.280
N  1.32691  -2.50484  0.58365  0.042
N  1.51023  -1.39145  -0.16241  1.000
C  2.67784  -1.50695  -0.79269  -0.526
C  3.28356  -2.70788  -0.42469  -1.649
C  2.38792  -3.31786  0.44210  1.027
C  2.49498  -4.63157  1.13783  -1.358
C  3.10700  -0.43982  -1.71103  0.569
C  2.18196  0.13422  -2.58285  -0.392
C  2.55277  1.17141  -3.42670  -0.571
C  3.85929  1.63909  -3.41064  -0.544
C  4.79052  1.05866  -2.55931  -0.723
C  4.41907  0.02340  -1.71493  -0.623
C  0.63070  1.80718  3.60370  0.793
C  1.88945  2.26770  3.22297  -0.464
C  2.25211  3.58896  3.44353  -0.428
C  1.36178  4.45869  4.05905  -0.821
C  0.10757  4.00564  4.44682  -0.562
C  -0.25562  2.68524  4.22335  -0.505
H  -0.35724  -2.97023  5.56495  0.384
H  0.45338  -3.79976  4.23489  0.246
H  -1.28036  -3.51287  4.16490  0.168
H  0.06045  -0.31968  5.52778  0.563
H  -0.03050  -3.72353  1.91393  -0.091
H  -4.09781  -3.01028  -0.89153  0.544
H  -3.48028  -4.89623  0.91845  0.384
H  -2.53057  -4.25089  2.25766  0.174
H  -1.74056  -5.18913  0.99490  0.262
H  -1.10635  -1.10622  -3.27033  0.527
H  -1.68787  0.40930  -5.13697  0.457
H  -3.76291  1.74908  -5.03303  0.431
H  -5.26251  1.54843  -3.07776  0.432
H  -4.67555  0.03537  -1.21454  0.515
H  4.22426  -3.10120  -0.76659  0.572
H  3.44757  -5.09644  0.89509  0.403
H  1.69561  -5.30688  0.83313  0.264
H  2.43706  -4.51107  2.21944  0.263
H  1.17816  -0.27853  -2.64288  0.741
H  1.83193  1.59490  -4.11463  0.499
H  4.15589  2.44251  -4.07093  0.447
H  5.81061  1.41665  -2.55125  0.425
H  5.14281  -0.41402  -1.03966  0.480
H  2.59154  1.57911  2.76763  0.495
H  3.23361  3.93350  3.14849  0.411
H  1.64640  5.48599  4.24133  0.418
H  -0.58738  4.68024  4.92803  0.400
H  -1.22851  2.32573  4.53557  0.519
C  -1.60432  2.77202  0.78421  -0.508
N  -1.44382  4.19745  0.57665  0.117
C  -0.04276  4.56934  0.78929  0.107
N  0.85982  3.86919  -0.14694  0.247
C  0.67468  2.45826  0.08911  -0.852
N  -0.73416  2.00352  -0.15152  1.134
C  -1.10166  2.40282  -1.54921  0.008
N  -0.94865  3.82312  -1.76404  0.165
C  -1.80327  4.52791  -0.80315  -0.730
C  0.44561  4.18983  -1.51679  -0.714
H  -2.63833  2.47781  0.59551  0.256
H  -1.32948  2.50490  1.80468  0.006
H  0.24657  4.32512  1.81195  -0.646
H  0.06706  5.64268  0.63510  0.519
H  0.92292  2.25096  1.13264  -0.607
H  1.34004  1.86894  -0.57916  0.935
H  -2.13544  2.10065  -1.71780  -0.042
H  -0.45965  1.85506  -2.24141  -0.163
H  -2.84370  4.25249  -0.98349  0.318
H  -1.69398  5.60239  -0.95059  0.362
H  0.56900  5.26100  -1.67626  0.408
H  1.08856  3.65305  -2.21746  0.282


The following is a DFT calculation (the ωB97M-V functional and the def2-TZVPD basis) of 2 unconnected molecules or ions with the total composition C7H16N3O2S in a non-equilibrium geometry.

Its relative energy (zero: lowest compared OMol25 entry of this formula, charge and spin) is 0.000 eV. Its spin multiplicity is 1. Its charge is +1. The calculation puts the HOMO energy (spin up / spin down) at -12.377 / -12.377 eV. The total energy is -26910.659 eV.

Each line ends with the Mulliken charge.
Cartesian coordinates (Å):
C  2.56838  -1.00235  0.31068  0.702
C  0.40256  0.84385  -1.12904  -0.886
C  1.36530  1.90578  0.51052  -1.034
C  -0.05646  1.38555  0.25906  -0.158
C  1.91014  1.11812  -0.74309  -0.056
C  -3.27332  0.27448  -0.91572  -0.395
C  -1.46420  0.08848  1.73925  -0.626
N  -2.12707  -2.11890  -0.76612  -0.467
N  3.69648  -1.71535  0.44170  -0.438
N  -0.35843  0.33340  1.16026  0.261
O  1.52836  -1.49983  0.77669  -0.758
O  2.81703  0.05167  -0.48863  -0.396
S  -3.13749  -1.08482  0.22097  0.068
H  0.07383  -0.18768  -1.32715  0.275
H  0.09348  1.45308  -2.02693  0.397
H  1.48795  3.08505  0.49116  0.263
H  1.88707  1.55132  1.47796  0.276
H  -0.89018  2.04659  0.43965  0.829
H  2.42617  1.68745  -1.46290  0.483
H  -2.33940  0.76453  -0.73484  -0.093
H  -4.16351  0.88845  -0.74178  0.356
H  -3.30299  0.13570  -2.01014  0.351
H  -2.15524  1.03035  1.91129  0.408
H  -1.51776  -0.85868  2.39936  0.384
H  -2.64923  -2.82431  -1.14878  0.275
H  3.63409  -2.63249  0.92368  0.276
H  4.55311  -1.66729  -0.25869  0.291
H  0.32583  -0.50553  0.97854  0.189
H  -1.33450  -2.54663  -0.28696  0.222


The following is a DFT calculation (the ωB97M-V functional and the def2-TZVPD basis) of a molecular structure, C22H27BN4O2S4Ta.

Its relative energy (zero: lowest compared OMol25 entry of this formula, charge and spin) is 0.000 eV. Its spin multiplicity is 1. Its charge is +3. The calculation puts the HOMO energy at -16.213 eV. The total energy is -78854.080 eV.

Each line ends with the Mulliken charge.
Cartesian coordinates (Å):
Ta  0.65758  0.92499  0.31494  0.432
C  3.79153  -0.20057  -0.86307  -0.857
C  3.21437  -1.33311  -0.03825  -0.697
S  1.39426  -1.36062  -0.25574  0.067
C  0.83833  -2.51564  1.04256  -1.016
C  0.90303  -1.93691  2.44087  -0.657
S  0.21650  -0.23509  2.45643  0.032
C  1.13186  0.52050  3.85917  -0.785
C  1.15635  2.02121  3.69376  -0.637
S  1.59079  2.56589  2.00796  0.076
C  3.39455  2.28049  1.92813  -0.614
C  3.83405  2.41432  0.48056  -0.911
S  2.84559  1.35683  -0.63916  0.070
H  3.75696  -0.41184  -1.93064  0.392
H  4.83078  -0.01499  -0.59226  0.546
H  3.43979  -1.20812  1.02105  0.261
H  3.60237  -2.29598  -0.37179  0.584
H  1.43522  -3.42708  0.97759  0.551
H  -0.18148  -2.76229  0.74639  0.407
H  1.92598  -1.87993  2.81228  0.410
H  0.31519  -2.53847  3.13275  0.547
H  2.13398  0.09228  3.86346  0.436
H  0.62278  0.23790  4.77939  0.558
H  1.85733  2.47771  4.39377  0.564
H  0.17512  2.46207  3.86807  0.239
H  3.62967  1.29332  2.32948  0.301
H  3.87833  3.03733  2.54659  0.532
H  4.88863  2.16881  0.35745  0.507
H  3.67720  3.42596  0.10417  0.437
N  -2.88457  -0.22124  -4.05052  -0.112
C  -1.68125  -0.65403  -4.31621  0.360
C  -0.57047  -0.39763  -3.32462  1.096
C  0.79134  -0.73208  -3.85931  -0.398
C  0.97099  -1.35556  -5.02302  -0.888
C  -0.17075  -1.73713  -5.83186  -0.519
C  -1.43659  -1.41354  -5.49249  -0.973
H  -3.64825  -0.39961  -4.69156  0.302
H  -3.09651  0.36091  -3.25294  0.125
H  -0.78355  -1.07417  -2.48451  0.412
H  1.63311  -0.45039  -3.24144  0.525
H  1.96249  -1.59081  -5.38388  0.490
H  0.00785  -2.27654  -6.75357  0.453
H  -2.26873  -1.65849  -6.13977  0.418
N  -0.56002  1.22028  -1.37175  1.072
C  -0.57190  1.02856  -2.75483  -0.321
N  -0.62090  2.06130  -3.50254  -0.532
C  -0.67798  1.88094  -4.82899  0.462
N  -0.72717  1.70463  -5.96725  -0.408
O  -1.01442  2.52230  0.49061  0.650
B  -1.33577  2.31566  -0.86472  -0.286
O  -2.33769  3.10690  -1.30575  -0.560
C  -2.68282  3.88736  -0.19143  0.753
C  -3.64230  4.86505  -0.11951  -1.040
C  -3.78452  5.49871  1.11441  -0.621
C  -2.99590  5.16219  2.20746  -0.864
C  -2.02019  4.16813  2.12253  -0.944
C  -1.90273  3.55775  0.90217  0.861
H  -4.24855  5.12769  -0.97485  0.532
H  -4.52829  6.27593  1.22065  0.439
H  -3.13756  5.68097  3.14500  0.474
H  -1.40366  3.91244  2.97209  0.265


The following is a DFT calculation (the ωB97M-V functional and the def2-TZVPD basis) of a gas-phase ion, C5H7N2 (charge +1) in a non-equilibrium geometry.

Its relative energy (zero: lowest compared OMol25 entry of this formula, charge and spin) is 6.341 eV. Its spin multiplicity is 3. Its charge is +1. The calculation puts the HOMO energy (spin up / spin down) at -13.247 / -14.835 eV. The total energy is -8262.097 eV.

Each line ends with the Mulliken charge.
Cartesian coordinates (Å):
C  -3.06947  -1.93317  0.28219  -0.457
C  -1.94091  -1.43343  0.14553  0.324
C  -0.06681  -0.02948  -1.78540  -0.489
C  -0.59459  -1.13726  0.57654  0.659
C  0.24277  -1.35564  1.74088  -0.912
N  -0.76874  -0.56901  -0.52384  0.005
N  0.69050  1.08656  -1.64955  -0.377
H  -0.99263  0.26771  -2.39616  0.342
H  0.60115  -0.80160  -1.97806  0.434
H  -0.42908  -1.72903  2.55542  0.342
H  1.01135  -0.52134  1.89649  0.338
H  0.81999  -2.25161  1.54243  0.343
H  1.53291  0.96169  -1.17100  0.213
H  0.24150  1.94738  -1.49470  0.236